(1)
115
Properties=species:S:1:pos:R:3:forces:R:3 method="wB97M-V/def2-TZVPD" energy_ev=-145559.3241 homo_lumo_gap_ev=2.77 charge=-1 e_above_lowest_kj_mol=214.3 fmax_ha_per_bohr=0.059 e_homo_ev=-2.05
Sr 0.551100 0.535500 0.419200 1.8 2.2 -1.0
Cl 5.864200 -3.459500 -6.300000 0.1 -0.1 -0.2
Cl -4.295200 5.253100 6.543300 0.0 0.1 0.1
Cl 5.958400 -3.321200 6.612300 0.1 0.0 0.1
Cl 9.800800 -0.039500 -0.150300 0.5 -0.1 0.1
Cl -4.035400 5.166200 -6.499100 0.0 0.0 0.0
S 3.895400 3.286500 2.999300 1.0 0.9 0.8
N 1.102400 6.419000 -0.345000 0.0 0.7 -0.2
N -1.590500 1.234600 0.177400 -1.9 0.0 -0.2
N 2.154900 1.663000 1.594900 1.4 0.8 1.3
N 0.261100 0.163700 -1.817300 -0.3 -0.7 -1.6
N 0.790200 4.023900 0.213900 -0.3 -0.5 0.0
N -0.211300 -0.320200 2.308800 -1.1 -1.2 1.6
N 1.515500 -1.512200 0.264300 0.3 -1.7 -0.3
C 2.730800 -3.289500 -3.837700 -0.1 0.1 0.1
C 2.724600 -3.509800 4.285900 -0.1 0.1 0.0
C -3.040300 2.840800 -0.496900 -0.4 0.2 0.5
C 0.641900 -0.988500 3.114400 0.0 -0.2 0.1
C 1.936000 4.136100 -0.655000 0.2 -0.2 0.1
C 2.230600 5.633500 -0.912300 0.7 -0.5 -0.3
C 7.128200 -0.337700 0.239000 0.3 0.1 -0.1
C -0.393800 4.504300 -0.451500 -0.2 0.0 0.0
C 2.160300 -2.009300 -0.820100 -0.2 0.2 0.1
C 1.996200 -1.555100 -2.136300 0.1 -0.2 0.3
C -3.605900 2.607000 -3.462900 0.3 -0.2 0.0
C 1.092100 -0.589800 -2.586000 -0.3 0.2 0.1
C -0.990700 0.462000 3.081500 -0.1 -0.2 0.0
C 7.816100 1.354100 -1.350600 0.0 -0.2 0.2
C -0.532000 0.876000 -2.643300 -0.1 0.0 -0.1
C -4.465300 3.285800 4.699700 0.0 0.0 0.1
C 3.672400 -1.326100 4.024500 -0.1 -0.1 0.0
C -1.416000 3.298600 -4.145100 -0.1 -0.1 0.3
C -1.916000 1.404200 2.613200 -0.2 0.0 -0.3
C 3.629400 -3.712800 -4.803700 0.1 -0.1 -0.1
C 2.931900 -2.095500 -3.157100 0.3 -0.1 -0.2
C -1.593400 1.715200 -2.242200 0.1 -0.4 0.7
C 4.066800 -1.343200 -3.445800 0.0 0.0 0.0
C 4.974200 -1.756300 -4.401200 0.0 -0.2 -0.1
C -4.164600 3.405900 -4.440300 0.0 0.3 -0.2
C -2.205400 1.743600 1.272400 0.2 -0.2 0.2
C -0.682800 0.211500 4.471700 0.1 -0.1 0.3
C 0.994800 4.750000 1.443900 0.1 -0.2 0.3
C 5.812200 -0.062500 -0.018000 0.0 0.0 0.0
C 4.687800 -1.645300 4.906200 0.1 -0.1 0.1
C 3.727700 -3.837000 5.185000 0.1 0.0 0.1
C 1.678800 -1.822200 2.690200 0.0 -0.1 -0.3
C 6.500400 1.650600 -1.593400 0.1 0.0 -0.1
C 2.014800 -2.129000 1.355200 -0.1 0.1 0.1
C 4.745300 -2.941500 -5.076900 -0.2 0.1 0.1
C -0.181600 0.580000 -4.014100 0.2 -0.2 -0.2
C -2.242100 3.993300 5.303000 -0.1 0.1 0.2
C -2.218000 2.535500 -3.282900 -0.2 0.4 -0.5
C 1.065100 6.266200 1.134800 0.0 -0.2 0.9
C 3.000400 -3.098100 0.954700 0.3 -0.2 -0.4
C 4.703100 -2.903200 5.486100 -0.1 0.0 -0.1
C -0.174800 5.954300 -0.941900 -0.8 -0.3 -0.3
C -3.616900 4.094700 5.436800 0.0 -0.1 -0.1
C -3.115200 2.773400 0.864600 -0.4 0.3 -0.6
C 2.921100 2.291300 2.213800 -0.7 -0.5 -0.6
C 4.116700 1.216300 -1.243400 -0.5 0.3 -0.1
C -3.339700 4.159200 -5.261700 0.0 -0.1 0.1
C 5.433900 0.947400 -0.954100 -0.2 0.1 0.0
C 0.837400 -0.314400 -3.974000 -0.2 0.2 -0.2
C -2.068500 1.871700 -0.912900 0.0 -0.1 -0.5
C -3.926000 2.375300 3.806500 0.2 -0.1 0.0
C 2.680200 -2.250100 3.701500 0.2 -0.1 0.2
C 3.082600 -3.028800 -0.401300 0.2 -0.3 0.4
C -1.719800 3.083300 4.404100 -0.1 0.0 -0.1
C 0.336000 -0.679200 4.489400 -0.1 0.2 0.2
C -2.546500 2.273300 3.625700 -0.1 0.3 0.4
C 8.130700 0.356400 -0.435500 0.0 0.0 0.1
C -1.962200 4.102200 -5.124100 -0.2 0.2 -0.2
H -3.725100 3.392200 1.499700 0.0 0.0 0.0
H 3.314600 0.681700 -0.759800 -0.1 -0.1 0.1
H -5.533800 3.364100 4.839300 0.0 0.0 0.0
H -5.233900 3.448800 -4.577300 -0.1 0.0 0.0
H 2.783000 3.633600 -0.187100 0.1 0.0 -0.1
H 5.026200 -0.611500 0.485700 0.0 0.0 0.1
H 6.248400 2.436600 -2.294800 0.0 0.1 -0.1
H 4.230000 -0.423300 -2.901600 0.0 0.2 0.2
H 5.459100 -0.927100 5.136200 0.1 0.1 0.0
H -4.254300 2.001300 -2.848600 0.0 -0.1 0.1
H 1.858300 -3.887700 -3.624400 -0.1 -0.1 0.0
H 1.237600 7.407200 -0.567800 0.0 -0.2 0.0
H 3.864900 1.982400 -1.961800 -0.1 0.1 -0.2
H -0.680400 0.960800 -4.885700 0.0 0.0 -0.2
H 3.543500 -3.749600 1.617200 0.1 0.0 0.0
H 3.641300 -0.350900 3.560800 0.1 0.1 -0.1
H -1.178200 0.660100 5.313000 0.0 0.0 0.1
H 0.841200 -1.084500 5.345600 0.1 -0.1 0.2
H -4.586000 1.732600 3.243000 0.0 -0.1 -0.1
H 1.713100 3.607800 -1.582600 0.1 0.0 -0.1
H 0.167500 4.524100 2.118600 0.0 0.1 0.0
H 8.611000 1.885700 -1.857700 0.0 0.0 0.0
H 1.348200 -0.779200 -4.796300 0.0 0.0 -0.2
H -0.649000 2.995900 4.288300 0.1 0.0 0.0
H 1.965500 6.713100 1.556300 0.0 0.1 -0.1
H 3.467800 -4.632300 -5.345100 0.0 -0.1 0.0
H -1.590400 4.618500 5.895900 0.0 0.0 0.0
H -0.094500 6.001600 -2.030700 0.1 0.1 0.1
H -0.981600 6.615400 -0.621500 0.2 0.1 0.0
H 3.700800 -3.609700 -1.061000 0.2 -0.1 0.0
H -0.625900 3.843900 -1.287300 0.0 0.2 0.0
H 7.404100 -1.090400 0.963400 0.0 -0.1 0.1
H 0.195400 6.803900 1.519400 0.0 0.0 -0.2
H 1.913600 4.396200 1.920600 -0.1 0.2 -0.1
H -3.557900 3.538400 -1.129900 -0.1 0.1 0.0
H 2.304400 5.857000 -1.977300 0.0 0.1 0.1
H -0.339900 3.251400 -4.045300 0.0 0.0 0.1
H 3.757600 -4.811300 5.649700 0.0 -0.1 0.0
H 1.970700 -4.243600 4.040100 -0.1 0.0 0.0
H 5.847900 -1.161600 -4.616000 0.1 0.0 0.0
H 3.144500 5.951200 -0.412600 0.0 0.1 0.0
H -1.333000 4.689200 -5.779900 0.0 0.0 0.0
H -1.227300 4.442300 0.251200 0.1 0.1 -0.1


(2)
116
Properties=species:S:1:pos:R:3:forces:R:3 method="wB97M-V/def2-TZVPD" energy_ev=-108411.6936 homo_lumo_gap_ev="0.97 / 0.97" charge=+1 e_above_lowest_kj_mol=59.1 fmax_ha_per_bohr=0.008 e_homo_ev="-9.78 / -9.78"
I 2.669548 -1.990439 1.550703 -0.1 0.1 0.2
Zr 0.384986 -0.165802 0.213350 0.0 -0.3 0.2
S -0.931989 -1.859474 2.410490 -0.1 0.2 0.2
P -2.270323 -0.273368 -1.774465 0.2 0.2 -0.2
O 0.069299 9.518174 9.222318 0.0 0.0 0.0
O -2.275464 -1.602233 2.835558 0.1 0.0 0.0
O 0.046814 -0.758690 2.612097 -0.1 -0.1 0.2
N 0.870400 -6.483083 5.562036 0.0 -0.1 0.0
N -1.164267 1.253950 1.481955 0.2 -0.2 0.0
N -1.076815 4.813685 4.899527 0.2 -0.1 -0.1
N -0.488395 -4.238769 0.093896 0.1 0.0 -0.1
N 0.392447 -2.293213 -0.954512 0.1 0.2 0.0
N 1.139843 4.989751 4.819480 0.0 -0.1 0.0
N 1.546274 1.469788 1.414590 0.0 0.0 0.1
N -0.856502 -1.977953 0.818480 -0.1 -0.2 0.0
C -0.571556 -5.551791 3.879590 0.0 0.0 0.0
C 3.013785 0.466164 -3.498933 0.0 0.0 0.0
C 0.856834 2.272181 2.270817 -0.1 0.0 -0.1
C 3.968720 -1.726005 -0.035245 0.2 0.0 -0.2
C 0.268081 2.820909 -1.146461 0.0 0.0 0.0
C 5.169382 -2.377576 0.043840 0.0 0.0 -0.1
C 4.506722 -0.882444 -2.205942 0.1 0.0 0.0
C 1.124031 -4.182485 4.917606 0.0 0.1 0.0
C 0.042816 5.449515 5.375723 -0.1 0.1 0.1
C 0.717318 4.018660 3.951161 0.0 0.0 0.0
C 2.100284 0.450382 -2.418132 0.0 0.0 -0.1
C -1.205630 3.533860 -2.910595 0.0 0.0 0.0
C -0.340204 1.557054 -1.087889 0.1 -0.1 -0.1
C 2.299753 -0.206193 -1.217532 0.1 0.1 0.0
C 2.864536 1.607075 1.341628 0.0 0.0 0.0
C -2.027166 -2.667510 -3.134034 0.0 0.0 0.0
C -0.590182 2.155849 2.305815 0.0 0.0 0.0
C -0.988771 -4.476457 3.130231 0.0 0.0 0.0
C 0.714152 -3.106784 4.158779 0.0 -0.1 0.0
C -0.340704 -1.714585 -5.118514 0.0 0.0 0.0
C -0.323920 -2.933650 -0.010344 -0.2 0.3 0.2
C 0.170723 -4.955132 -0.822204 0.0 0.0 0.0
C 3.559749 -0.923413 -1.138974 -0.1 0.0 0.0
C 0.948492 -4.398129 -1.825855 0.0 0.1 0.0
C 1.181331 8.028206 7.824225 0.0 0.0 0.0
C -1.359766 2.956134 3.166378 0.0 0.1 0.0
C -0.819427 -0.850471 -4.140204 0.0 0.0 0.0
C -2.753022 2.779973 3.170212 0.0 0.0 0.0
C -0.160445 3.796791 -2.029979 0.0 0.0 0.0
C 0.492504 -5.424995 4.785266 0.0 0.0 0.0
C 5.750292 -1.552986 -2.115676 0.0 0.0 0.0
C -1.232699 8.036889 7.809979 0.1 0.0 0.0
C 1.513331 3.208076 3.081034 0.0 0.0 0.0
C -1.208282 7.028249 6.856597 0.0 0.0 0.0
C -6.507383 0.956176 -3.149174 0.0 0.0 0.0
C -0.334267 -3.253045 3.253186 0.2 -0.1 0.0
C 1.033278 -3.015498 -1.863943 -0.2 -0.1 0.0
C -1.131310 10.077232 9.729438 0.0 0.0 0.0
C 2.906850 3.320388 2.997094 0.0 0.0 0.0
C 4.204055 -0.172898 -3.392861 0.0 0.0 0.0
C -1.410404 1.326638 -1.960602 -0.1 0.1 -0.2
C -3.308712 1.838560 2.347859 0.1 0.0 -0.1
C -0.010923 6.510968 6.382116 0.0 0.0 0.0
C -5.698197 0.233059 -4.010056 0.0 0.0 0.0
C -0.030135 8.539913 8.297263 0.0 0.0 0.0
C -6.045489 1.279501 -1.879963 0.0 0.0 0.0
C 1.188469 7.028649 6.880474 0.0 0.0 0.0
C -2.469792 1.088829 1.515692 -0.1 0.0 0.0
C 6.088416 -2.280464 -1.016298 0.0 0.0 0.1
C -1.828630 2.302158 -2.874207 -0.1 0.0 0.0
C -4.428625 -0.164485 -3.610905 0.0 0.0 -0.1
C -4.783045 0.876267 -1.480184 0.0 0.0 0.0
C -3.957417 0.156576 -2.342641 0.0 -0.1 0.1
C -1.564076 -3.523886 -4.118493 0.0 0.0 0.0
C -0.648720 3.886811 3.979098 -0.1 0.0 0.0
C -1.665382 -1.319486 -3.141278 0.1 0.1 0.0
C 3.583089 2.519900 2.115272 0.0 -0.1 -0.1
C -0.715023 -3.049033 -5.111814 0.0 0.0 0.0
H 7.039921 -2.789548 -0.954762 0.0 0.0 0.0
H -3.377717 3.373077 3.825374 0.0 0.0 0.0
H -4.372167 1.650600 2.335684 0.0 0.0 0.0
H -2.020005 4.986741 5.194982 0.0 0.0 0.0
H -3.807825 -0.722885 -4.299759 0.0 0.0 0.0
H -6.670664 1.843443 -1.200677 0.0 0.0 0.0
H -2.161036 6.666860 6.489419 0.0 0.0 0.0
H 2.123954 6.631848 6.512543 0.0 0.0 0.0
H 1.927224 -4.062734 5.633306 0.0 0.0 0.0
H 6.432187 -1.474882 -2.953292 0.0 0.0 0.0
H 2.755956 1.011736 -4.398378 0.0 0.0 0.0
H -2.873619 0.315325 0.874829 0.0 0.0 0.0
H 5.414129 -2.973009 0.912311 0.0 0.0 0.0
H 1.740672 -6.438714 6.060909 0.0 0.0 0.0
H 0.062200 -6.031033 -0.749030 0.0 0.0 0.0
H 1.460913 -5.010683 -2.551452 0.0 0.0 0.0
H 3.412639 4.044223 3.621784 0.0 0.0 0.0
H -2.181543 8.417850 8.155630 0.0 0.0 0.0
H -7.494547 1.267001 -3.463511 0.0 0.0 0.0
H -6.049968 -0.022063 -5.000620 0.0 0.0 0.0
H -1.533446 4.290271 -3.611440 0.0 0.0 0.0
H 4.655579 2.576105 2.000416 0.0 0.0 0.0
H -1.860674 -4.564719 -4.110385 0.0 0.0 0.0
H -0.535350 0.192938 -4.161620 0.0 0.0 0.0
H -0.828135 10.835904 10.444374 0.0 0.0 0.0
H -1.733747 9.319595 10.236262 0.0 0.0 0.0
H 1.187383 -2.143084 4.286418 0.0 0.0 0.0
H -1.715656 10.541695 8.931573 0.0 0.0 0.0
H 1.604964 -2.473182 -2.606971 0.0 0.0 0.0
H -2.656249 2.099859 -3.544243 0.0 0.0 0.0
H 2.102120 8.436033 8.217020 0.0 0.0 0.0
H 0.317739 -1.338538 -5.890702 0.0 0.0 0.0
H 1.193411 1.008083 -2.585620 0.0 0.0 0.0
H -1.079882 -6.502468 3.783474 0.0 0.0 0.0
H -1.819878 -4.587434 2.449686 0.0 0.0 0.0
H 3.373534 0.973358 0.629134 0.0 0.0 0.0
H 4.931837 -0.157794 -4.194097 0.0 0.0 0.0
H -2.677526 -3.049577 -2.354151 0.0 0.0 0.0
H 1.111825 3.051337 -0.504784 0.0 0.0 0.0
H -4.433886 1.146006 -0.490502 0.0 0.0 0.0
H 0.545467 -7.403815 5.328046 0.0 0.0 0.0
H 0.326228 4.764376 -2.042491 0.0 0.0 0.0
H -0.350806 -3.718821 -5.879632 0.0 0.0 0.0